Record 1
C3H4OS2 | ωB97M-V/def2-TZVPD

## Properties
- Frontier orbital gap: 7.67 eV
- ΔE to the lowest compared entry with this formula, charge and spin: 74.3 kcal/mol
- LUMO energy: -1.522 eV
- Molecular weight: 120.20 g/mol
- F_max: 4.4 eV Å⁻¹

Geometry (Å):
C: 0.215 0.620 1.549
S: -1.334 -0.323 0.937
C: -0.827 -0.627 -0.842
S: -1.833 -1.609 -1.621
C: 0.564 -0.197 -1.407
O: 1.502 0.349 -0.916
H: 0.893 -0.401 1.513
H: 0.507 1.388 0.859
H: -0.074 1.193 2.637
H: 0.386 -0.393 -2.708

Record 2
C3H4OS2 | ωB97M-V/def2-TZVPD

## Properties
- Frontier orbital gap: 9.80 eV
- ΔE to the lowest compared entry with this formula, charge and spin: 19.0 kcal/mol
- LUMO energy: 0.559 eV
- Molecular weight: 120.20 g/mol
- F_max: 3.4 eV Å⁻¹

Geometry (Å):
O: 2.330 -0.773 -0.297
C: 1.258 -0.299 -0.189
C: -0.060 -1.075 -0.070
S: -1.528 -0.261 -0.482
C: -0.740 1.294 0.140
S: 0.943 1.427 -0.414
H: 0.016 -1.539 0.968
H: 0.040 -1.915 -0.653
H: -0.689 1.110 1.184
H: -1.570 2.030 -0.187

Record 3
C3H4OS2 | ωB97M-V/def2-TZVPD

## Properties
- Frontier orbital gap: 8.20 eV
- ΔE to the lowest compared entry with this formula, charge and spin: 56.7 kcal/mol
- LUMO energy: 0.555 eV
- Molecular weight: 120.20 g/mol
- F_max: 3.5 eV Å⁻¹

Geometry (Å):
C: -0.187 -1.328 0.840
C: -0.102 -0.082 -0.095
C: -0.792 0.964 -0.547
S: 0.148 2.186 -1.459
S: 1.912 1.438 -0.709
O: 1.361 -0.049 -0.490
H: 0.436 -2.053 0.352
H: -1.218 -1.549 0.685
H: 0.212 -0.992 1.822
H: -1.768 1.466 -0.400

Record 4
C3H4OS2 | ωB97M-V/def2-TZVPD

## Properties
- Frontier orbital gap: 7.85 eV
- ΔE to the lowest compared entry with this formula, charge and spin: 30.2 kcal/mol
- LUMO energy: -1.339 eV
- Molecular weight: 120.20 g/mol
- F_max: 2.0 eV Å⁻¹

Geometry (Å):
C: 1.502 -0.687 0.028
S: -0.145 -1.491 -0.090
C: -1.313 -0.233 -0.005
S: -2.938 -0.596 -0.055
C: -0.974 1.223 0.057
O: 0.140 1.591 -0.178
H: 1.786 -0.165 -0.911
H: 1.626 0.014 0.870
H: 2.189 -1.487 0.148
H: -1.873 1.831 0.135